No. 1
34
Properties=species:S:1:pos:R:3:forces:R:3:lowdin_charge:R:1 method="wB97M-V/def2-TZVPD" relative_energy_kj_mol=0.00 homo_lumo_gap_ev=9.03 total_charge=+1 smiles="[H]/N=C(/[C@@H]1C[NH2+]CC[C@H]1C)C(F)(F)/C=C/C" lumo_ev=-3.3
C -3.57035 0.98410 0.08222 1.6 -4.0 1.2 -0.09
C -2.99512 -0.24657 -0.16543 -1.6 1.5 0.1 -0.02
C -0.60025 -0.81053 0.18119 -0.1 0.3 0.3 -0.19
C 2.78266 0.75758 -0.30532 -0.9 1.9 -1.1 -0.20
C 3.62028 -0.42766 -0.01541 2.9 -1.6 -2.5 -0.10
C 1.55043 -1.76923 0.07550 1.3 -0.5 -2.6 -0.10
C 0.83176 -0.50487 -0.19467 -2.7 0.6 0.4 -0.26
C 1.44392 0.82071 0.38744 -2.1 -0.7 -0.6 -0.26
C -4.64999 1.02918 1.07049 -1.3 1.0 -0.2 -0.10
C 0.62916 2.15365 -0.03943 1.6 -0.9 0.4 -0.01
C -1.75337 -0.47509 -0.90333 0.7 -0.4 2.0 -0.48
N -0.76672 -1.37041 1.31032 2.1 1.0 -1.4 0.23
N 2.91619 -1.67325 -0.55925 0.7 -1.9 -1.0 0.03
F -1.43123 0.63167 -1.59334 0.7 -0.2 -0.8 0.10
F -1.81938 -1.58403 -1.72164 0.2 0.7 -0.1 0.09
H -3.26011 1.92785 -0.24661 0.9 0.9 -1.0 0.10
H -3.39003 -1.21184 0.22111 -0.1 1.1 0.1 0.14
H 3.30751 1.70110 -0.24638 0.7 0.1 0.6 0.13
H 2.50091 0.79739 -1.41176 0.6 -0.5 1.1 0.15
H 4.55624 -0.35852 -0.72052 -1.3 -0.1 1.8 0.17
H 3.91948 -0.72095 1.01129 -0.3 0.7 -0.5 0.15
H 1.78848 -1.93968 1.06650 -0.1 -0.4 2.2 0.12
H 1.16482 -2.67128 -0.41560 -0.7 0.4 0.5 0.16
H 0.70927 -0.40326 -1.23670 0.6 0.4 -1.7 0.13
H 1.42240 0.67910 1.47198 0.5 0.3 0.0 0.15
H -5.50904 1.04369 0.40872 -0.9 0.6 0.3 0.09
H -4.66763 1.89950 1.77408 0.1 -0.7 -0.8 0.11
H -4.77696 0.11176 1.58605 0.2 -0.8 0.8 0.06
H -0.44077 2.24182 0.23081 0.5 -0.8 -0.5 0.08
H 0.86895 2.25086 -1.12586 -0.8 0.4 0.8 0.09
H 1.07530 2.98841 0.53018 0.2 -0.3 -0.5 0.08
H -1.70764 -1.49009 1.45637 -3.0 -0.7 0.9 0.02
H 2.87581 -1.75287 -1.62882 -0.1 0.9 1.8 0.21
H 3.37502 -2.60821 -0.33416 -0.1 1.8 0.0 0.20

=====

No. 2
17
Properties=species:S:1:pos:R:3:forces:R:3:lowdin_charge:R:1 method="wB97M-V/def2-TZVPD" relative_energy_kj_mol=437.92 homo_lumo_gap_ev=10.20 smiles="[H]/N=C(/NO)N(/C=N/[H])OC" lumo_ev=0.7
C 1.87486 -1.30051 0.38083 0.4 -0.7 0.6 -0.07
C 0.71689 1.43030 -0.06564 0.4 0.1 0.4 -0.26
C -1.14080 -0.18216 -0.19447 1.0 0.5 -0.8 -0.41
H 2.65784 -0.55960 0.57140 -0.1 -0.3 0.2 0.07
H 1.31852 -1.57242 1.33499 0.4 0.5 -1.2 0.11
H 2.30826 -2.22490 -0.06969 -0.2 0.7 0.5 0.10
H -0.08229 2.07372 0.23862 -0.4 0.7 0.1 0.12
H 2.07328 2.65319 0.17973 0.2 0.0 0.1 0.05
H -0.57482 -1.96173 -0.24819 -1.3 0.5 0.0 0.08
H -2.16473 1.44352 -0.96159 0.1 -0.8 0.8 0.16
H -3.31572 -0.66016 0.01593 0.3 1.1 0.0 0.09
N 0.22064 0.21283 -0.35658 -1.4 -0.6 0.1 -0.07
N 1.95617 1.67346 -0.05638 0.3 0.5 -0.2 0.11
N -1.45429 -1.39544 -0.19407 0.4 -1.1 0.3 0.16
N -2.08856 0.85969 -0.10016 0.1 -0.3 -0.3 -0.02
O 1.05576 -0.81286 -0.68370 -0.1 -0.2 -0.4 -0.14
O -3.36103 0.32308 0.20898 0.0 -0.6 -0.3 -0.07